1.
The following is a DFT calculation (ωB97M-V/def2-TZVPD) of a molecular structure, C20H27Cl5NO7PSeTc in a non-equilibrium geometry.

The calculation puts the molecular weight at 778.6 g/mol. The spin multiplicity is 4. As for the total charge: +2. The expectation value of S² is 3.773. As for the maximum force: 1.986 eV/Å. The total energy comes out at -176430.3971 eV.

Cartesian coordinates (Å):
Tc  -0.056991  -0.154243  -0.623873
Se  0.070776  2.058998  3.295708
Cl  -1.243115  1.717677  -1.494839
Cl  0.288935  5.066670  -5.458702
Cl  2.822918  3.310213  -5.894146
Cl  3.292527  0.773277  -4.112585
Cl  -1.776289  4.274993  -3.242327
P  -1.849743  -0.692944  0.840325
O  1.177156  -1.768814  -0.059668
O  -2.427515  0.679251  1.379631
O  1.201808  0.349779  -2.121814
O  -0.790450  -1.688030  -1.981616
O  -3.094786  -1.281477  0.049155
O  -1.796330  -1.740977  2.050147
O  1.401497  0.902992  0.680709
N  -1.778432  2.385244  7.546944
C  -0.703778  -1.817238  2.988372
C  2.511374  -1.223172  0.076385
C  -0.219653  3.143332  5.915007
C  0.985424  -2.915506  -0.921285
C  1.907412  1.761079  -3.900623
C  1.692492  2.888446  -4.688494
C  0.553068  3.686665  -4.495756
C  -3.335474  -2.685923  -0.190203
C  -0.126055  2.219247  -2.734094
C  -3.790544  0.850278  1.849776
C  -0.809163  3.206644  7.173287
C  -1.535263  -1.357766  -3.173717
C  0.998856  1.402037  -2.893145
C  -0.672132  2.166583  5.029963
C  2.386519  -0.087019  1.074342
C  -1.682230  1.296631  5.436752
C  -0.369452  3.340260  -3.506588
C  0.378878  -2.501192  -2.249938
C  -2.213784  1.453963  6.708525
C  1.980621  2.129616  0.176249
H  1.161858  2.815697  -0.027885
H  2.617897  2.559244  0.947667
H  -3.962924  1.920952  1.887887
H  3.357656  0.387853  1.205761
H  -3.905154  0.416963  2.840445
H  -1.077844  -2.340181  3.863564
H  1.089143  -1.924288  -2.847247
H  2.050891  -0.478476  2.036323
H  2.555372  1.949009  -0.732311
H  0.076942  -3.392524  -2.802064
H  -0.935519  -0.747958  -3.852518
H  1.930403  -3.429405  -1.093168
H  -3.008298  0.811631  7.070500
H  -0.493119  3.949025  7.896640
H  0.124397  -2.385220  2.560376
H  -4.493155  0.385432  1.164399
H  -1.836082  -2.274805  -3.678563
H  -2.042962  0.513149  4.783632
H  0.565971  3.832731  5.639365
H  3.180876  -1.981372  0.485385
H  0.311761  -3.586650  -0.387764
H  -0.364380  -0.822123  3.274804
H  -3.133220  -3.266167  0.706144
H  -2.723019  -3.040062  -1.018575
H  -4.385939  -2.775635  -0.449410
H  2.878182  -0.880747  -0.893448
H  -2.417517  -0.808187  -2.855546

Atoms 1-3, force components in eV/Å:
1.34 0.14 -0.36
-0.06 -0.07 0.34
-0.54 0.10 0.22

---

2.
The following is a DFT calculation (ωB97M-V/def2-TZVPD) of a molecular structure, C17H35N2O6Si in a non-equilibrium geometry.

The calculation puts the molecular weight at 391.6 g/mol. The spin multiplicity is 2. As for the energy above the lowest of the compared OMol25 structures with the same formula, charge and spin: 33.5 kcal per mole. The expectation value of S² is 0.754. As for the maximum force: 3.466 eV/Å.

Cartesian coordinates (Å):
Si  -0.154224  -1.755412  -2.065953
O  -1.962212  -0.980501  -4.718683
O  1.795501  -0.017269  -0.996372
O  4.690976  0.670394  -1.622331
O  0.126173  -3.194982  -1.220177
O  -2.140463  0.090796  3.448476
O  7.476023  -0.399264  -3.632092
N  -1.914262  -1.633640  -2.453565
N  -3.446190  -0.051611  3.270138
C  -3.480716  0.827015  0.906987
C  -4.113789  1.179817  3.787654
C  -3.674401  -0.386746  1.827393
C  -5.094829  -0.944660  1.591095
C  -5.580646  0.835953  4.166396
C  -4.036625  2.366187  2.801850
C  7.990811  -1.550180  -1.450573
C  -4.323996  2.018506  1.346539
C  5.846925  1.015792  -2.394182
C  -3.518759  1.697699  5.115755
C  6.117605  0.042407  -3.619813
C  0.368173  -0.195651  -1.076241
C  -2.056905  -1.405152  -3.646289
C  3.496949  1.313677  -2.095316
C  2.401178  0.171772  -2.281283
C  -2.756446  -1.529927  1.360390
C  7.640632  -1.672661  -2.995017
H  -0.090625  -0.248632  -0.056942
H  3.638696  1.925010  -3.020747
H  6.775447  -2.370947  -3.155832
H  1.703044  0.536540  -3.077906
H  -2.425706  1.123467  0.885715
H  -4.150480  2.493196  5.519201
H  -2.520326  2.119702  4.991642
H  5.365195  -0.788914  -3.693456
H  -1.703411  -1.243701  1.338239
H  -3.013909  -1.841426  0.345496
H  -3.464112  0.904796  5.865096
H  -5.956320  -0.076719  3.712188
H  8.437316  -2.541386  -1.151125
H  7.085087  -1.348634  -0.827107
H  -2.860413  -2.404934  2.006974
H  -5.883513  -0.201933  1.706480
H  2.959173  -0.762728  -2.538339
H  -4.090715  2.880231  0.714995
H  5.981851  0.662808  -4.552979
H  -0.029134  0.691051  -1.661940
H  -5.391027  1.820758  1.206375
H  0.326410  -3.876099  -1.889656
H  -6.267907  1.643220  3.904152
H  -4.717078  3.160007  3.121891
H  -5.195071  -1.317048  0.568953
H  -5.681207  0.651328  5.238924
H  -3.740356  0.561528  -0.122207
H  -5.306674  -1.781064  2.262845
H  -3.031961  2.801165  2.840348
H  6.726973  0.908431  -1.698841
H  5.843396  2.092263  -2.728421
H  8.543138  -2.146390  -3.472955
H  8.799137  -0.790784  -1.294942
H  3.111951  1.969074  -1.259920
H  0.526646  -1.715600  -3.380985

Atoms 1-3, force components in eV/Å:
-0.38 -0.29 1.11
-1.01 -0.39 -1.22
-0.81 -0.21 -0.45

---

3.
The following is a DFT calculation (ωB97M-V/def2-TZVPD) of a molecular structure, C4H7NO2 in a non-equilibrium geometry.

The calculation puts the molecular weight at 101.1 g/mol. As for the energy above the lowest of the compared OMol25 structures with the same formula, charge and spin: 168.3 kcal per mole. As for the maximum force: 3.261 eV/Å.

Cartesian coordinates (Å):
O  0.739416  -2.453417  -0.244805
O  -0.464565  0.054075  1.993891
N  -0.063165  -1.585571  -0.942153
C  -0.612401  0.871261  -0.959756
C  0.217955  1.507896  0.137243
C  0.168396  -0.361186  -0.538557
C  0.425090  0.264520  0.950452
H  -0.009617  2.477713  0.595651
H  -1.695235  0.817094  -0.748434
H  1.403868  -0.013792  1.333027
H  1.222703  0.214700  -0.697693
H  -1.346305  0.330236  1.706202
H  0.482546  -3.319047  -0.590391
H  -0.468686  1.195518  -1.994678

Atoms 1-3, force components in eV/Å:
-0.03 -0.10 -0.06
-0.56 0.15 0.06
-0.46 -1.94 -0.66